Entry 1:
DFT (ωB97M-V/def2-TZVPD) results for a 13-piece molecular cluster, C93H202N5O5 overall at a distorted geometry.

Geometry as ORCA input:
```
! wB97M-V def2-TZVPD RIJCOSX def2/J DEFGRID3
* xyz 0 6
C 5.3195 7.4309 1.4025
C 5.5020 8.4867 2.4877
C 4.3129 8.5241 3.3932
C 3.0141 9.0700 2.8211
C 1.8114 9.2002 3.8059
C 2.1357 9.6712 5.1702
H 5.6832 6.4917 1.7906
H 5.8011 7.6536 0.4770
H 4.2611 7.2260 1.1995
H 6.4138 8.2485 3.0923
H 5.5441 9.4783 2.0157
H 4.6297 9.2395 4.1801
H 4.1593 7.5901 3.9113
H 3.2603 10.0213 2.3421
H 2.7334 8.4019 2.0585
H 1.2304 9.9551 3.3108
H 1.1795 8.3156 3.8439
H 2.6492 10.6417 5.2253
H 1.2785 9.6683 5.8058
H 2.9429 9.1421 5.6152
C 4.8891 4.2330 -0.5608
C 4.8803 3.2242 0.6183
C 4.5733 1.8466 0.2627
C 4.6790 0.8735 1.4234
C 4.4187 -0.6010 1.0256
C 4.7258 -1.7165 2.0401
H 5.2475 5.2183 -0.3047
H 3.9060 4.3249 -1.0511
H 5.5943 3.8400 -1.2794
H 5.8883 3.2846 0.9564
H 4.2735 3.4443 1.4752
H 5.2627 1.5908 -0.5040
H 3.5712 1.6672 -0.2048
H 5.6742 0.9570 1.8012
H 4.0912 1.1502 2.2874
H 3.3725 -0.6985 0.6950
H 5.0203 -0.8384 0.1116
H 4.1858 -1.5520 2.9862
H 4.2997 -2.6008 1.5752
H 5.8397 -1.8336 2.1180
C -3.6921 -0.2376 2.8395
C -2.8888 -0.9315 3.9688
C -2.1357 0.0936 4.8472
C -3.0976 0.5773 6.0105
C -2.3928 1.4277 7.0206
C -3.3112 1.6192 8.2152
H -4.1368 -1.0018 2.1620
H -2.9895 0.4002 2.3158
H -4.5578 0.3994 3.2108
H -3.5533 -1.5668 4.4958
H -2.1760 -1.5834 3.4968
H -1.7395 0.8670 4.1670
H -1.1578 -0.2886 5.2740
H -3.9710 1.1801 5.5951
H -3.4555 -0.3492 6.5186
H -1.5781 0.7974 7.3257
H -2.0826 2.4138 6.5766
H -3.4942 0.7252 8.8094
H -2.9007 2.2943 8.9662
H -4.3088 1.9727 7.8286
C -4.5117 -3.9344 0.8142
C -5.3570 -5.0906 0.3209
C -4.5707 -6.4089 0.1874
C -5.3911 -7.4166 -0.5984
C -4.6702 -8.7316 -0.9007
C -3.4096 -8.6272 -1.7743
H -5.1696 -3.0862 1.0004
H -3.8050 -3.4595 0.0580
H -3.9451 -4.1041 1.7138
H -6.0871 -5.2571 1.1562
H -5.8874 -4.8373 -0.6004
H -4.3515 -6.7085 1.2468
H -3.6907 -6.0910 -0.4124
H -6.2162 -7.6633 0.0670
H -5.9256 -7.0015 -1.4949
H -4.5467 -9.1948 0.0695
H -5.4525 -9.3438 -1.4501
H -3.1583 -9.5285 -2.4049
H -3.4168 -7.8588 -2.5267
H -2.5601 -8.4187 -1.1198
C -0.1345 -0.5222 -9.4517
C -0.2883 -0.9490 -8.0785
C 0.4412 -0.2071 -6.8846
C 0.0020 -0.6937 -5.4744
C 0.8391 -0.0820 -4.3050
C 2.3218 -0.2212 -4.4235
H -0.2564 0.5395 -9.5267
H -0.9114 -1.0285 -10.0128
H 0.7596 -0.8637 -9.9662
H -1.3376 -0.6760 -7.8294
H -0.0335 -1.9817 -7.8434
H 0.3215 0.9231 -6.8171
H 1.5047 -0.3655 -6.9081
H -1.0106 -0.4227 -5.3462
H 0.0543 -1.7869 -5.4727
H 0.5817 0.9521 -4.2747
H 0.5458 -0.4580 -3.3176
H 2.5039 -1.2739 -4.5046
H 2.5669 0.2700 -5.3566
H 2.8044 0.2941 -3.5980
C -2.2872 7.6946 2.6626
C -2.5982 6.2786 3.1835
C -1.8702 5.9718 4.5437
C -2.3402 4.7498 5.3168
C -3.7994 4.6067 5.8503
C -4.1283 5.6197 6.9551
H -3.0142 8.0188 1.9361
H -1.3312 7.8964 2.2006
H -2.3530 8.4723 3.4970
H -3.6644 6.2455 3.3645
H -2.4963 5.5532 2.3341
H -2.1360 6.8239 5.1604
H -0.8171 5.8603 4.5268
H -2.1742 3.8534 4.7335
H -1.6308 4.6699 6.1386
H -4.5135 4.5443 5.0205
H -3.8311 3.5584 6.2157
H -3.4490 5.4417 7.7136
H -3.9074 6.6445 6.6486
H -5.1796 5.5355 7.3579
C 0.0800 5.7108 -4.5073
C 0.8934 5.5825 -3.1824
C 0.9813 6.9347 -2.4816
C 1.6400 6.7501 -1.1228
C 0.9846 5.7343 -0.2497
C 1.6110 5.7078 1.1443
H -0.9140 6.0459 -4.2551
H -0.0615 4.8735 -5.0675
H 0.4116 6.5510 -5.0972
H 0.3185 4.8994 -2.5593
H 1.8919 5.1826 -3.4191
H -0.0412 7.3756 -2.3196
H 1.4999 7.7351 -3.1157
H 2.6529 6.3771 -1.2908
H 1.7001 7.6539 -0.4498
H -0.0900 5.9078 -0.1640
H 1.0360 4.7027 -0.5884
H 1.0484 4.9595 1.7391
H 2.6926 5.4729 1.0533
H 1.4341 6.5958 1.6282
C -2.5363 -2.7588 -2.4216
C -2.5265 -1.2815 -2.0971
C -1.5397 -0.9499 -1.0049
C -1.6793 0.5623 -0.6584
C -0.4936 0.8441 0.1864
C -0.5721 2.2508 0.8648
H -2.5893 -3.2997 -1.4722
H -1.6962 -3.1412 -2.9747
H -3.3418 -3.1326 -3.0878
H -2.2036 -0.7281 -2.9845
H -3.4896 -0.9869 -1.6955
H -0.5400 -1.1044 -1.2717
H -1.8122 -1.4564 0.0018
H -1.4899 1.1619 -1.5644
H -2.5876 1.0697 -0.3260
H -0.4660 0.1061 0.9998
H 0.4471 0.6828 -0.4107
H -0.4345 2.9498 -0.0287
H -1.5798 2.2865 1.2511
H 0.2142 2.3798 1.5730
C 1.3313 -6.4874 -6.5890
C 1.1518 -5.0391 -7.2161
C 0.5674 -5.2297 -8.6695
C -0.9022 -5.7748 -8.8871
C -1.8578 -5.0573 -7.9646
C -1.6206 -5.0037 -6.5074
N -0.1388 -4.5446 -6.3663
O 0.1757 -4.4365 -4.8733
C -2.4595 -3.7977 -6.1009
C -1.6879 -6.4771 -5.8646
C 2.2326 -3.9220 -6.9332
H 2.3979 -6.9371 -6.8222
H 0.7075 -7.2058 -7.0342
H 1.2569 -6.3782 -5.5562
H 0.6342 -4.3091 -9.2147
H 1.2655 -5.9258 -9.1587
H -0.7588 -6.8531 -8.7955
H -1.3040 -5.6165 -9.8981
H -2.9473 -5.1747 -8.1964
H -1.8364 -4.0663 -8.3564
H -2.2967 -3.2591 -5.1263
H -2.6147 -3.0383 -6.8739
H -3.4926 -4.2319 -6.2373
H -1.0195 -6.5380 -4.9621
H -2.7232 -6.7438 -5.6328
H -1.4342 -7.2485 -6.5174
H 2.9867 -4.1536 -6.1965
H 1.6430 -3.3656 -6.2397
H 2.5968 -3.4790 -7.8025
C -4.3705 -0.8796 -6.5507
C -4.8484 0.3620 -5.9830
C -5.4407 0.1780 -4.5050
C -5.7088 1.2316 -3.3867
C -4.4258 2.2633 -3.4138
C -3.6462 2.3006 -4.7211
N -3.6018 1.1628 -5.8382
O -3.1113 1.6162 -6.7787
C -4.2646 3.5313 -5.3373
C -2.2780 2.5214 -4.3449
C -5.8520 1.0510 -6.8873
H -3.8143 -0.6960 -7.3640
H -5.2540 -1.4942 -6.8080
H -3.8427 -1.4472 -5.7990
H -6.2801 -0.4806 -4.5178
H -4.7169 -0.4316 -3.9065
H -5.6707 0.6286 -2.5038
H -6.5251 2.0163 -3.6914
H -3.6799 2.2383 -2.4900
H -4.8830 3.2415 -3.1889
H -3.6822 4.3845 -5.1137
H -4.1834 3.5553 -6.4119
H -5.3104 3.9169 -5.3109
H -1.7668 1.6498 -3.8228
H -1.5453 2.9217 -5.1210
H -2.3886 3.3489 -3.6723
H -6.1757 0.3590 -7.6705
H -5.0727 1.7537 -7.5411
H -6.4789 1.8756 -6.5264
C -1.1000 -4.4260 2.7480
C 0.2387 -3.8713 3.8189
C -0.0772 -3.8101 5.2883
C 1.0980 -3.6408 6.1419
C 1.9903 -4.7563 5.9820
C 2.2953 -5.0745 4.5650
N 1.4102 -4.5970 3.5165
O 1.4062 -5.2335 2.3382
C 3.6848 -4.3691 4.0080
C 2.6323 -6.7430 4.4003
C 0.4561 -2.5756 3.2890
H -0.9625 -5.5350 2.9117
H -0.7879 -4.3220 1.7438
H -2.1406 -4.0537 2.9825
H -1.0349 -3.2160 5.2561
H -0.4639 -5.0348 5.2965
H 0.7547 -3.5778 7.1088
H 1.5756 -2.7054 6.1508
H 1.3036 -5.6712 6.1426
H 2.9508 -4.7964 6.4722
H 4.1519 -4.4869 3.0630
H 2.9112 -3.7051 3.6080
H 4.3348 -3.6871 4.6623
H 1.6885 -7.3469 4.6080
H 2.8796 -6.8318 3.3765
H 3.4354 -7.2155 4.9173
H 0.3107 -2.0311 2.3311
H 1.5512 -2.4799 3.7463
H -0.2175 -1.9234 3.8437
C 2.4338 -3.3193 -0.1500
C 2.4557 -4.4280 -1.1375
C 3.7612 -5.3390 -0.8527
C 3.4186 -6.6053 -1.6235
C 2.2920 -7.4891 -1.1914
C 0.9207 -6.6315 -1.1491
N 1.1560 -5.1692 -0.8807
O 0.3464 -4.5055 -0.1892
C -0.0550 -6.7065 -2.2367
C 0.0618 -7.1405 0.0006
C 2.3334 -3.8656 -2.6048
H 2.0127 -3.7147 0.8258
H 1.6938 -2.5665 -0.4543
H 3.3965 -2.7802 -0.0125
H 4.3721 -4.6164 -1.3032
H 3.9615 -5.3817 0.2327
H 4.3756 -7.1627 -1.7603
H 3.2457 -6.1596 -2.5644
H 2.4360 -7.9503 -0.2498
H 1.9885 -8.2817 -1.8374
H -0.5785 -7.6516 -2.2383
H -0.8703 -5.9277 -2.2715
H 0.4406 -6.6864 -3.2225
H 0.2908 -8.2825 0.0340
H 0.3168 -6.8110 0.9454
H -1.0357 -6.9049 -0.1526
H 2.3855 -4.6557 -3.3771
H 3.2747 -3.2623 -2.7702
H 1.5878 -3.1834 -2.8696
C 5.7563 3.8746 5.4558
C 4.4620 3.6777 6.0764
C 3.7090 5.0728 6.0530
C 2.2573 4.8453 6.4646
C 1.5865 4.1379 5.3339
C 2.1353 2.7001 5.0554
N 3.5951 2.4656 5.4674
O 4.0171 1.4295 5.4530
C 1.4089 1.6864 6.1127
C 1.9285 2.0655 3.7880
C 4.6602 3.2970 7.6007
H 5.4680 4.1195 4.4499
H 6.2575 2.9423 5.2679
H 6.3568 4.6458 5.9392
H 4.4521 5.7349 6.6781
H 3.5372 5.6839 5.1408
H 1.7018 5.7641 6.7144
H 2.2553 4.1996 7.3542
H 1.6164 4.7680 4.4363
H 0.5396 3.9990 5.6830
H 1.7925 0.6942 6.0429
H 1.3352 1.9505 7.1964
H 0.3841 1.4986 5.7672
H 0.8013 1.7753 3.5524
H 2.2746 2.7339 2.9859
H 2.4980 1.1833 3.9265
H 5.4369 3.9907 7.8191
H 5.1081 2.3039 7.4829
H 3.8215 3.2608 8.2876
*
```

HOMO-LUMO gap (spin up / spin down) in eV: 7.29 / 8.12

***

Entry 2:
DFT (ωB97M-V/def2-TZVPD) results for C6H7N3S in the gas phase at a distorted geometry.

Geometry as ORCA input:
```
! wB97M-V def2-TZVPD RIJCOSX def2/J DEFGRID3
* xyz 0 1
C -1.4241 0.2598 -1.2112
C -2.1022 -0.9732 -0.8976
C -0.2393 0.6600 -0.7256
C -1.4717 -1.8282 -0.0838
C 0.4185 -0.2037 0.2413
C -0.2111 -1.4496 0.4646
N 1.4954 -2.5909 2.5188
N 1.5252 0.0817 0.8964
N 2.1802 1.2644 0.7694
S 0.2911 -2.6375 1.5187
H -1.8444 1.0568 -1.8649
H -3.0704 -1.3550 -1.2744
H 0.2507 1.6385 -1.1215
H -1.9703 -2.7749 0.0565
H 2.2859 -2.0871 2.1534
H 1.6084 1.8875 0.3214
H 2.6745 1.4479 1.6218
*
```

HOMO-LUMO gap (spin up / spin down) in eV: 6.68 / 7.02

***

Entry 3:
DFT (ωB97M-V/def2-TZVPD) results for a 11-piece molecular cluster, C22H66O22 overall at a distorted geometry.

Geometry as ORCA input:
```
! wB97M-V def2-TZVPD RIJCOSX def2/J DEFGRID3
* xyz 0 1
C -26.2706 -14.4029 3.2844
C -25.8947 -13.4922 4.4194
O -26.8243 -13.5893 5.4894
O -26.1504 -15.7823 3.6374
H -25.6105 -14.2332 2.4363
H -27.3270 -14.2123 3.0648
H -25.8143 -12.4669 4.0348
H -24.9221 -13.7840 4.8215
H -27.6648 -13.1762 5.2150
H -26.6143 -15.9230 4.4707
C -26.8770 -13.1051 -5.0408
C -27.0100 -13.0107 -6.5465
O -25.7675 -12.8727 -7.2235
O -28.1709 -13.2764 -4.4697
H -26.4057 -12.2160 -4.6190
H -26.2638 -13.9837 -4.8242
H -27.5948 -12.1648 -6.9265
H -27.6094 -13.8456 -6.9315
H -25.3813 -13.7307 -7.4232
H -28.5046 -12.3983 -4.2422
C -28.7330 -17.0987 2.4647
C -29.4647 -15.9782 3.1577
O -30.1134 -15.0730 2.2733
O -29.6979 -17.9880 1.8830
H -28.1073 -17.6688 3.1592
H -28.0435 -16.7642 1.6795
H -28.7869 -15.4814 3.8468
H -30.2398 -16.4842 3.7445
H -30.8914 -15.4690 1.8615
H -29.2036 -18.7325 1.5263
C -29.4173 -8.5401 -4.5996
C -28.3906 -9.0994 -3.6024
O -28.4756 -10.5240 -3.5280
O -29.1623 -8.8828 -5.9637
H -29.3811 -7.4451 -4.5337
H -30.4090 -8.8858 -4.3141
H -28.7356 -8.7201 -2.6296
H -27.3552 -8.8018 -3.7606
H -29.2983 -10.7285 -3.0695
H -28.2093 -8.7716 -6.0637
C -33.4875 -11.6771 0.9441
C -32.3249 -10.7399 1.2547
O -31.8863 -10.1539 0.0129
O -34.5659 -10.9743 0.3294
H -33.8384 -12.1441 1.8678
H -33.1589 -12.4977 0.2993
H -31.4854 -11.2607 1.7098
H -32.6340 -9.8985 1.8804
H -32.5634 -9.5271 -0.2587
H -34.3678 -11.0218 -0.6124
C -31.1668 -13.1945 4.9668
C -30.3330 -11.9424 4.7592
O -28.9824 -12.2692 4.4048
O -31.8495 -13.5097 3.7445
H -31.8647 -13.0798 5.7956
H -30.5650 -14.0596 5.2581
H -30.3510 -11.4129 5.7224
H -30.8324 -11.2664 4.0669
H -28.7342 -11.5684 3.7903
H -31.2043 -14.0979 3.3013
C -25.1961 -9.8163 2.2160
C -24.6437 -9.3270 3.5303
O -23.2389 -9.2278 3.5142
O -24.7965 -11.1798 2.0009
H -25.0454 -9.2218 1.3089
H -26.2952 -9.8755 2.2520
H -24.8985 -10.0448 4.3109
H -25.1395 -8.3926 3.8155
H -22.8899 -9.0385 2.6418
H -25.2819 -11.4850 1.2172
C -29.4903 -17.0859 -1.7511
C -29.2199 -15.6946 -2.3072
O -28.2736 -15.8006 -3.3658
O -30.2251 -17.9139 -2.6289
H -29.9749 -16.9729 -0.7817
H -28.5183 -17.5646 -1.5828
H -28.8653 -15.0308 -1.5156
H -30.1509 -15.3279 -2.7553
H -28.1896 -14.9273 -3.7973
H -29.6450 -18.1087 -3.3714
C -25.7043 -15.5120 -1.0201
C -25.1154 -16.9023 -0.8429
O -25.6926 -17.7072 0.1477
O -25.4838 -14.7104 0.1274
H -26.7800 -15.6123 -1.2045
H -25.2433 -14.9596 -1.8498
H -24.0523 -16.6954 -0.6410
H -25.2192 -17.4247 -1.7953
H -25.6600 -17.2293 0.9874
H -26.1758 -14.0286 0.1237
C -27.6576 -11.8398 -0.5262
C -28.2783 -12.4959 0.6682
O -28.1751 -13.9126 0.6050
O -26.2412 -11.8383 -0.4024
H -27.9707 -10.7887 -0.6080
H -27.9811 -12.2704 -1.4791
H -29.3451 -12.2318 0.6913
H -27.8995 -12.1043 1.6214
H -28.8521 -14.2759 1.1898
H -25.8101 -11.8812 -1.2712
C -24.2062 -11.1254 -2.9131
C -23.4335 -10.2793 -1.9391
O -22.0592 -10.6753 -1.8699
O -24.4134 -12.4615 -2.4738
H -23.7955 -11.0988 -3.9237
H -25.1996 -10.6487 -2.9976
H -23.8549 -10.2947 -0.9284
H -23.4219 -9.2220 -2.2045
H -21.9827 -11.3517 -1.1893
H -24.4448 -13.0840 -3.2021
*
```

HOMO-LUMO gap in eV: 9.42
SMILES string: OCCO.OCCO.OCCO.OCCO.OCCO.OCCO.OCCO.OCCO.OCCO.OCCO.OCCO

***

Entry 4:
DFT (ωB97M-V/def2-TZVPD) results for a 2-piece molecular cluster, C5H10N overall at a distorted geometry.

Geometry as ORCA input:
```
! wB97M-V def2-TZVPD RIJCOSX def2/J DEFGRID3
* xyz 1 3
C 0.7466 1.7310 -2.0127
C -0.6491 -0.6330 -0.1153
C 1.0688 0.8238 -1.1911
C -1.4379 -1.2653 0.7480
C 2.1738 0.2359 -0.3631
N -2.1044 -0.6063 2.0172
H 1.6532 2.2742 -2.4507
H -0.2421 2.1261 -2.2897
H -0.2970 -1.1553 -0.9788
H -1.9212 -2.1990 0.6155
H 1.8124 -0.0686 0.5942
H 3.0244 0.9086 -0.4403
H 2.5526 -0.6841 -0.7550
H -2.8577 -0.0300 1.7439
H -1.2826 -0.0239 2.2876
H -2.2399 -1.4341 2.5904
*
```

HOMO-LUMO gap (spin up / spin down) in eV: 6.67 / 6.43

***

Entry 5:
DFT (ωB97M-V/def2-TZVPD) results for C5H7NS in the gas phase at a distorted geometry.

Geometry as ORCA input:
```
! wB97M-V def2-TZVPD RIJCOSX def2/J DEFGRID3
* xyz 0 1
C -1.5997 1.1719 -0.1219
C 2.4804 -0.8251 -0.0564
C 1.4849 -0.0262 0.2220
C -1.9572 -0.1533 0.4420
C 0.2523 0.1462 -0.7766
N -0.4367 1.3598 -0.5223
S -0.7500 -1.2639 -0.1883
H -2.2557 1.9276 0.2284
H 3.2090 -1.0475 0.7612
H 2.6338 -1.1774 -1.0451
H 1.2293 0.3236 1.2708
H -2.0128 -0.0825 1.5256
H -2.9347 -0.4236 0.0150
H 0.6570 0.0703 -1.7544
*
```

HOMO-LUMO gap in eV: 9.27
SMILES string: C=C[C@@H]1N=CCS1

***

Entry 6:
DFT (ωB97M-V/def2-TZVPD) results for a 2-piece molecular cluster, C3H8NOS overall at a distorted geometry.

Geometry as ORCA input:
```
! wB97M-V def2-TZVPD RIJCOSX def2/J DEFGRID3
* xyz 1 1
C -0.5570 0.2660 0.0036
C 0.2889 2.4945 -0.1191
C 0.0940 -2.0512 -0.1685
N 0.6214 -0.6820 0.1872
O -1.4748 0.1799 0.9873
S -2.1253 -0.0935 -0.5692
H -0.0168 3.0408 -1.0570
H 1.2312 2.1408 -0.1485
H -0.3799 2.7939 0.6572
H 0.9017 -2.6770 0.2703
H -0.7252 -2.3296 0.3924
H -0.2001 -2.3154 -1.2399
H 1.3626 -0.2979 -0.3624
H 0.9793 -0.4695 1.1667
*
```

HOMO-LUMO gap (spin up / spin down) in eV: 8.78 / 8.78

***

Number 1: M 1470.67 g/mol. Number 2: M 153.21 g/mol. Number 3: M 682.75 g/mol. Number 4: M 84.14 g/mol. Number 5: M 113.18 g/mol. Number 6: M 106.17 g/mol.